The following is a quantum chemistry calculation of C20H26N2O3S2 as an isolated structure at a distorted geometry, from the OMol25 dataset.

Atoms and positions in Å:
O  -0.43380  2.98560  -2.34367
C  0.43462  2.49468  -1.61732
N  0.48662  1.16231  -1.38087
C  -0.44200  0.48202  -1.98791
N  -0.52445  -0.84373  -1.91733
C  -1.56503  -1.51335  -2.67244
C  -2.48938  -2.30518  -1.75882
H  -3.03498  -3.07882  -2.28997
H  -1.98926  -2.71486  -0.88854
S  -3.71654  -1.04881  -1.27849
O  -3.11646  -0.08397  -0.40755
O  -4.94515  -1.65991  -0.86060
C  -3.82432  -0.40563  -2.97270
C  -2.37943  -0.43342  -3.42238
H  -2.30680  -0.56313  -4.50316
S  -1.60917  1.22973  -3.02788
H  -4.23773  0.59795  -2.97610
H  -4.47168  -1.08584  -3.52018
H  -1.07352  -2.19072  -3.38808
C  0.47939  -1.61282  -1.21156
C  0.03784  -2.12562  0.13822
C  0.36180  -3.41831  0.53201
C  -0.01995  -3.88704  1.77717
C  -0.73654  -3.07032  2.63522
C  -1.06215  -1.78149  2.24717
C  -0.67043  -1.30610  1.00883
H  -0.93910  -0.30713  0.70761
H  -1.62365  -1.14001  2.90813
H  -1.04013  -3.43920  3.60341
H  0.23890  -4.89271  2.07378
H  0.91702  -4.06057  -0.13785
H  1.33240  -0.94077  -1.07401
H  0.78471  -2.45029  -1.84930
C  1.49999  3.35753  -0.99647
H  1.98108  3.87357  -1.83204
H  0.99011  4.12822  -0.41325
C  2.54036  2.62849  -0.14267
C  2.27415  2.72927  1.36024
C  3.41353  2.08906  2.17532
C  2.72319  1.43255  3.36655
H  3.33601  0.66321  3.83508
H  2.47552  2.18370  4.11847
C  1.44698  0.87751  2.74350
H  0.69068  0.62338  3.48450
H  1.67784  -0.02378  2.17315
C  0.99067  1.99579  1.80345
H  0.32951  2.68032  2.33571
H  0.45068  1.60238  0.94654
H  4.16483  2.81877  2.47507
H  3.90629  1.32168  1.57556
H  2.19889  3.78935  1.62222
H  3.52490  3.05801  -0.34226
H  2.56314  1.57840  -0.43349

Atomic forces in eV per Å
0.413 0.666 0.333
-0.114 0.399 -0.222
0.221 -0.652 0.373
-0.120 0.501 -0.545
0.136 -0.166 0.159
0.283 -0.376 -0.329
-0.486 0.677 0.086
-0.077 -0.080 -0.072
-0.147 -0.023 0.107
-0.427 -0.730 -0.247
0.348 0.370 -0.034
-0.170 -0.158 -0.187
0.084 -0.348 0.667
0.545 0.714 -0.221
-0.032 -0.065 0.131
-0.683 -0.726 -0.695
-0.136 0.036 0.137
-0.079 -0.080 -0.019
-0.146 0.100 0.141
0.279 -0.028 0.116
0.108 -0.042 0.076
0.007 0.124 -0.062
0.020 -0.089 0.061
-0.005 -0.060 0.068
-0.005 0.033 -0.001
0.080 -0.063 -0.060
-0.029 0.127 -0.038
-0.070 0.072 0.083
-0.038 -0.029 0.082
0.010 -0.085 0.032
0.044 -0.067 -0.086
-0.054 -0.166 -0.104
0.008 0.066 0.040
0.189 -0.074 0.007
-0.095 0.033 0.018
-0.025 0.054 -0.069
-0.037 0.326 0.163
0.202 -0.076 -0.222
-0.091 0.152 0.185
0.080 -0.147 -0.090
0.023 0.009 0.106
-0.006 0.036 0.083
-0.006 0.109 0.121
-0.055 -0.116 -0.003
0.002 -0.090 -0.008
-0.115 0.024 0.057
-0.065 0.013 0.011
-0.119 0.012 0.026
0.105 0.000 -0.056
0.066 -0.047 -0.062
0.002 -0.004 -0.019
0.041 -0.050 -0.037
0.133 -0.017 0.019

Computed properties:
- E_HOMO: -9.2 eV
- Kohn-Sham gap: 9.4 eV
- Energy relative to the best compared isomer or geometry (same formula, charge and spin): 15.6 kcal/mol
- Total charge: 0
- Largest force on an atom: 1.2 eV/A

So, what does the Löwdin scheme give us? The charges, in e, come out as:
1. O -0.1039
2. C -0.4904
3. N 0.1190
4. C -0.5348
5. N -0.0680
6. C -0.2993
7. C -0.1293
8. H 0.1170
9. H 0.0981
10. S 0.6745
11. O -0.2887
12. O -0.3096
13. C -0.2368
14. C -0.4700
15. H 0.1097
16. S 1.1451
17. H 0.0995
18. H 0.1087
19. H 0.1577
20. C -0.0779
21. C -0.2276
22. C -0.0505
23. C -0.0822
24. C -0.0813
25. C -0.0652
26. C -0.0569
27. H 0.0973
28. H 0.1118
29. H 0.1022
30. H 0.1017
31. H 0.1099
32. H 0.1293
33. H 0.1335
34. C -0.0913
35. H 0.1249
36. H 0.1295
37. C -0.1747
38. C -0.3168
39. C -0.1679
40. C -0.1968
41. H 0.1053
42. H 0.1116
43. C -0.1960
44. H 0.1035
45. H 0.1054
46. C -0.1459
47. H 0.1152
48. H 0.0765
49. H 0.1095
50. H 0.1124
51. H 0.1355
52. H 0.1146
53. H 0.1029


The following is a quantum chemistry calculation of the molecule C20H26N4O2, from the OMol25 dataset.

Atoms and positions in Å:
C  0.47146  -1.64292  -2.14691
N  0.43781  -0.24494  -2.50803
C  1.51798  0.17903  -3.39600
C  2.69632  0.61520  -2.59421
N  3.75815  -0.09809  -2.35351
C  4.54061  0.67602  -1.53158
C  5.78714  0.42103  -0.97121
C  6.33871  1.39708  -0.16878
C  5.67967  2.60314  0.08109
C  4.44257  2.87872  -0.46503
C  3.88120  1.90359  -1.27364
N  2.70597  1.83043  -1.97253
C  -0.35823  0.71872  -2.00110
O  -0.15039  1.89808  -2.24772
C  -1.51550  0.29262  -1.10832
C  -2.71400  1.23881  -1.27321
C  -3.36380  1.57253  0.07499
C  -3.35082  0.40368  1.04205
O  -4.34428  0.02062  1.62579
N  -2.11644  -0.13828  1.20739
C  -1.89586  -1.27879  2.08320
C  -2.74866  -2.51653  1.71399
C  -3.60256  -2.81137  2.94807
C  -2.75481  -2.29289  4.10510
C  -2.22575  -0.97241  3.55624
C  -1.05236  0.34069  0.35917
H  -0.07827  -1.83931  -1.23188
H  1.51236  -1.93265  -1.99062
H  0.05404  -2.25477  -2.95177
H  1.79357  -0.65574  -4.03936
H  1.15156  1.01502  -3.99799
H  6.29500  -0.50979  -1.16609
H  7.30646  1.23073  0.28094
H  6.15267  3.33702  0.71665
H  3.93355  3.81136  -0.27351
H  1.93836  2.48610  -1.99771
H  -1.82354  -0.72820  -1.34266
H  -3.45139  0.77835  -1.93160
H  -2.37232  2.16304  -1.74353
H  -2.82720  2.39645  0.55185
H  -4.39824  1.88462  -0.06666
H  -0.83476  -1.53034  1.99831
H  -2.09582  -3.36130  1.48765
H  -3.36699  -2.31783  0.84075
H  -4.52402  -2.23343  2.89114
H  -3.84799  -3.86832  3.03994
H  -1.92870  -2.97827  4.30769
H  -3.32876  -2.16030  5.02023
H  -1.35805  -0.59736  4.09781
H  -3.01612  -0.22496  3.59418
H  -0.16501  -0.27794  0.50973
H  -0.78453  1.37405  0.61120

Atomic forces in eV per Å
-0.097 -0.276 0.026
0.225 0.062 -0.274
-0.104 0.278 -0.019
0.017 -0.001 -0.068
-0.162 -0.494 -0.425
-0.233 0.701 0.281
-0.076 0.053 -0.015
0.175 -0.118 0.038
-0.058 0.133 0.041
-0.065 0.128 0.033
0.559 -0.435 0.080
-0.102 0.079 -0.102
-0.335 -0.414 0.090
0.055 0.488 -0.023
0.165 0.267 -0.029
0.032 0.070 -0.086
-0.202 -0.082 -0.049
0.166 0.507 -0.246
-0.373 -0.297 0.234
0.153 -0.028 0.028
-0.144 -0.093 0.204
-0.110 -0.059 0.002
0.020 -0.165 0.000
-0.080 0.104 -0.015
0.135 -0.052 0.095
0.167 0.070 -0.342
-0.007 -0.004 0.013
-0.045 -0.032 0.050
0.019 -0.056 0.069
0.025 0.068 0.060
0.064 -0.187 -0.010
0.062 -0.114 -0.022
0.076 -0.019 0.033
0.026 0.063 0.046
-0.013 0.107 0.043
-0.014 -0.102 0.004
0.076 0.030 0.087
0.004 0.021 -0.007
-0.060 -0.115 0.008
0.007 0.030 -0.006
0.078 -0.024 0.124
-0.122 0.073 -0.022
0.012 -0.028 -0.023
0.044 -0.031 -0.077
-0.041 -0.033 0.002
-0.071 -0.035 0.011
0.027 -0.060 0.063
0.033 -0.043 0.093
0.029 0.064 0.009
0.030 0.025 0.010
-0.080 0.058 0.055
0.111 -0.081 -0.072

Computed properties:
- E_HOMO: -8.6 eV
- Kohn-Sham gap: 9.1 eV
- Energy relative to the best compared isomer or geometry (same formula, charge and spin): 7.8 kcal/mol
- Total charge: 0
- Largest force on an atom: 0.8 eV/A

So, what does the Löwdin scheme give us? The charges, in e, come out as:
1. C -0.0263
2. N -0.0786
3. C -0.0661
4. C -0.3122
5. N 0.1656
6. C -0.2341
7. C -0.0220
8. C -0.1032
9. C -0.1025
10. C -0.0269
11. C -0.1910
12. N 0.1740
13. C -0.4227
14. O 0.0437
15. C -0.1945
16. C -0.1205
17. C -0.0750
18. C -0.4543
19. O 0.0711
20. N -0.0180
21. C -0.2538
22. C -0.1321
23. C -0.1924
24. C -0.1891
25. C -0.1358
26. C -0.0950
27. H 0.0778
28. H 0.0960
29. H 0.1000
30. H 0.1322
31. H 0.1327
32. H 0.1078
33. H 0.0969
34. H 0.0979
35. H 0.1066
36. H 0.1448
37. H 0.1396
38. H 0.1212
39. H 0.1117
40. H 0.1274
41. H 0.1234
42. H 0.1392
43. H 0.1079
44. H 0.1091
45. H 0.1053
46. H 0.1054
47. H 0.1112
48. H 0.1082
49. H 0.1111
50. H 0.1096
51. H 0.1270
52. H 0.1420